{"formula": "C4H9FO2", "method": "ωB97M-V with the def2-TZVPD basis set", "species": ["H", "H", "F", "H", "C", "C", "O", "H", "H", "H", "C", "H", "C", "O", "H", "H"], "coordinates": [[2.19430, 0.90950, -0.01610], [-1.23801, 0.23552, -1.17574], [1.25974, -0.62504, -1.07323], [-1.57788, -0.85752, 1.42003], [1.55209, 0.05555, 0.17208], [-0.66750, -1.10544, 0.72465], [-0.56070, 1.24441, 0.56482], [0.30365, 1.11149, -1.40628], [2.08261, -0.65689, 0.86204], [-0.01920, -2.14284, 0.84503], [-0.61526, 1.20570, -0.97006], [-1.17567, 2.22660, -1.22390], [0.16538, 0.19361, 1.05740], [-1.41868, -1.02452, -0.63274], [0.52570, 0.24546, 2.26322], [-0.81057, -1.01561, -1.41123]], "atomic_forces_ev_per_a": [[-0.44, 0.26, -0.15], [0.68, 4.60, -0.07], [0.95, 0.36, 1.36], [1.59, -1.67, -1.08], [-1.02, -2.26, 2.30], [-1.00, -0.30, 0.43], [-0.27, 1.07, -1.03], [2.36, 0.56, -0.81], [0.16, 0.32, -1.24], [-2.11, 2.60, -0.20], [-4.85, 2.77, 1.52], [1.44, -2.25, 0.47], [2.79, -1.13, -1.77], [1.10, -3.69, 2.28], [-1.41, 0.05, -3.33], [0.03, -1.31, 1.32]], "total_charge": 0, "lumo_ev": 0.84, "gap_ev": 9.57, "de_lowest_kj_mol": 450.92, "mol_weight_g_mol": 108.11, "smiles": "CO[C@@H](CO)CF", "e_homo_ev": -8.73}